Density functional theory data (wB97M-V/def2-TZVPD) for a 2-piece molecular cluster, C3H8BrN2 overall in a non-equilibrium geometry.

Element x y z (Å)
Br 2.81 0.24 0.62
N -0.39 0.69 0.67
N 0.83 -1.57 -0.18
C 2.05 -1.27 -0.22
C -0.70 -0.57 0.60
C -0.51 1.53 -0.58
H -1.29 2.39 -0.32
H 2.74 -1.72 -1.02
H 0.23 1.23 1.36
H -0.88 0.84 -1.36
H -0.64 -1.27 1.49
H 0.51 -2.24 -0.86
H -1.14 -0.98 -0.30
H 0.55 1.92 -0.73

Output
HOMO energy	-14.527	eV
total charge	+1
strongest force on any atom	0.051	hartree/bohr
relative energy (zero: lowest compared OMol25 entry of this formula, charge and spin)	253.0	kJ/mol
DFT total energy	-2802.3082	a.u.

***

Density functional theory data (wB97M-V/def2-TZVPD) for C24H37N10O3SW as an isolated structure.

Element x y z (Å)
W -0.99 -1.03 0.69
S 1.27 -0.78 0.29
O -1.02 -2.59 -0.78
O -2.41 -4.28 -0.87
O -1.72 0.52 -0.04
N -1.00 0.50 2.19
N -2.50 -2.67 0.75
N -4.24 -4.24 1.11
N -0.30 -1.86 2.53
N -4.28 -2.17 2.09
N -3.84 -0.84 2.11
N -1.47 1.75 1.84
N 2.55 -1.49 -1.97
N 0.66 -0.21 -2.25
N -2.03 -3.28 -0.36
C 4.54 0.88 -1.06
C -3.69 -3.07 1.30
C 0.64 -3.67 3.76
C 0.83 2.88 -2.64
C 1.30 2.44 -4.03
C 1.51 -0.86 -1.48
C -2.80 5.20 -0.31
C 3.57 -2.28 -1.25
C -3.38 3.73 -2.14
C 1.82 1.00 -4.12
C 5.16 -0.39 -0.50
C -2.36 2.84 -0.15
C 0.79 -0.06 -3.71
C 0.78 -2.87 4.88
C -2.89 2.65 -1.43
C -0.58 0.32 3.40
C -0.51 1.36 4.46
C -0.15 -1.06 3.62
C 4.95 -1.66 -1.33
C -2.32 4.13 0.41
C 0.11 -3.14 2.60
C 0.38 -1.54 4.81
C -1.84 1.73 0.61
C -3.33 5.00 -1.58
H -5.16 -4.46 1.47
H 5.21 -1.47 -2.38
H -3.80 3.58 -3.12
H 4.81 1.03 -2.10
H 3.44 0.89 -0.99
H 2.72 0.90 -3.51
H 0.48 -0.88 5.66
H 2.72 -1.38 -2.96
H 1.03 -1.04 -4.13
H 0.54 1.52 4.74
H 0.96 -4.71 3.76
H 2.11 0.80 -5.15
H -5.12 -2.43 2.58
H -4.57 -0.24 1.72
H 5.65 -2.43 -0.99
H 3.24 -2.39 -0.22
H 4.89 1.76 -0.51
H 4.82 -0.57 0.53
H 0.02 -3.74 1.71
H -0.12 2.42 -2.37
H -3.66 -0.56 3.06
H -3.72 5.84 -2.14
H 1.57 2.65 -1.87
H 3.57 -3.27 -1.71
H 0.66 3.95 -2.62
H -3.79 -4.95 0.54
H -1.03 1.02 5.36
H 0.49 2.58 -4.75
H 0.04 0.44 -1.79
H -0.93 2.29 4.12
H -2.93 1.65 -1.86
H -2.77 6.19 0.12
H -1.90 4.27 1.40
H 2.11 3.10 -4.36
H 6.24 -0.23 -0.42
H 1.20 -3.26 5.79
H -0.20 0.20 -4.09

Output
HOMO energy	-16.302	eV
total charge	+3
strongest force on any atom	0.002	hartree/bohr
relative energy (zero: lowest compared OMol25 entry of this formula, charge and spin)	0.5	kJ/mol
DFT total energy	-2174.3622	a.u.

***

Density functional theory data (wB97M-V/def2-TZVPD) for C21H35AsF6NO7ReS2Sb as an isolated structure in a non-equilibrium geometry.

Element x y z (Å)
Re -0.47 -0.60 -0.25
Sb -0.98 1.44 -2.04
As 1.20 0.23 1.26
S -2.26 -2.53 -1.47
S 0.10 -3.10 -0.10
F -3.25 -4.78 -2.30
F 2.31 -4.42 -0.33
F 0.64 -5.59 0.39
F -1.43 -4.12 -3.29
F -3.32 -3.18 -3.76
F 0.75 -5.03 -1.70
O 0.27 -2.85 1.30
O -3.45 -2.10 -0.84
O -2.09 0.47 0.23
O 0.79 -2.06 -0.93
O -1.97 -1.57 1.74
O -4.30 0.64 0.43
O -1.48 -1.46 -2.12
N -1.34 -3.41 -0.55
C 0.69 0.51 3.11
C -4.40 -1.66 2.16
C 2.74 -1.03 1.41
C 5.66 0.30 3.40
C 6.13 0.60 1.06
C 1.02 -4.67 -0.46
C -3.16 -0.80 2.00
C -3.38 2.52 -3.58
C 4.02 -0.34 1.76
C -1.20 3.20 -0.78
C -2.61 -3.75 -2.81
C -0.58 4.48 -1.32
C 6.52 0.70 2.39
C 2.05 1.93 0.83
C 1.98 1.48 -2.93
C 4.41 -0.20 3.09
C -2.94 0.09 3.22
C 0.59 1.53 -3.54
C 4.88 0.09 0.75
C -3.28 0.13 0.79
C -2.90 1.20 -2.99
H 0.40 0.68 -4.20
H 2.53 1.88 -0.14
H 3.75 -0.54 3.88
H -3.62 3.24 -2.80
H -2.64 2.97 -4.24
H -4.28 2.33 -4.16
H -5.26 -1.03 2.34
H -0.78 2.89 0.18
H 1.59 0.72 3.69
H -2.77 0.42 -3.74
H -2.12 -2.49 2.00
H -3.84 0.66 3.44
H 0.21 -0.39 3.48
H -4.27 -2.33 3.01
H 7.51 1.08 2.63
H 2.81 -1.52 0.45
H 2.21 2.41 -2.40
H -2.70 -0.55 4.08
H -3.57 0.83 -2.21
H -2.28 3.30 -0.66
H 2.80 2.14 1.59
H -0.69 5.27 -0.57
H 2.09 0.64 -2.24
H 1.29 2.71 0.83
H 0.41 2.45 -4.09
H 0.49 4.38 -1.52
H 2.72 1.36 -3.72
H 0.01 1.36 3.18
H 2.44 -1.75 2.16
H 5.99 0.35 4.43
H -1.07 4.82 -2.23
H -2.11 0.78 3.06
H -4.60 -2.25 1.27
H 4.58 -0.03 -0.29
H 6.80 0.91 0.27

Output
HOMO energy (spin up / spin down)	-14.034 / -14.041	eV
total charge	+2
strongest force on any atom	0.107	hartree/bohr
relative energy (zero: lowest compared OMol25 entry of this formula, charge and spin)	275.7	kJ/mol
DFT total energy	-5351.8160	a.u.
spin multiplicity	2